P | Computed, not measured: an isolated ion of composition C7H16N and charge +1, with ωB97M-V/def2-TZVPD.

Values from the calculation:
molecular weight: 114.21 g mol⁻¹
structure (SMILES): C/C=C/CC[C@H](C)[NH3+]
HOMO: -12.235 eV
lowest unoccupied orbital energy: -3.50 eV

ORCA input file:
```
! wB97M-V def2-TZVPD RIJCOSX def2/J DEFGRID3
* xyz 1 1
C -3.57 -2.08 -1.03
C -2.26 -1.88 -0.31
C -1.22 -1.24 -0.82
C 0.12 -1.03 -0.16
C 0.29 0.50 0.06
C 1.69 0.91 0.55
C 1.78 1.60 1.91
N 2.28 1.92 -0.50
H -3.50 -2.97 -1.66
H -4.33 -2.32 -0.28
H -3.94 -1.25 -1.63
H -2.28 -2.34 0.67
H -1.18 -1.03 -1.89
H 0.15 -1.45 0.84
H 0.94 -1.46 -0.75
H -0.55 0.86 0.65
H 0.20 0.93 -0.93
H 2.30 0.02 0.68
H 2.36 2.53 1.71
H 2.58 1.22 2.57
H 1.06 2.08 2.58
H 1.81 1.75 -1.39
H 1.99 2.85 -0.22
H 3.29 1.89 -0.65
*
```

=====

Q | Computed, not measured: a 2-piece molecular cluster, C7H16N overall, with ωB97M-V/def2-TZVPD.

Values from the calculation:
molecular weight: 114.21 g mol⁻¹
HOMO: -13.649 eV
lowest unoccupied orbital energy: -9.09 eV

ORCA input file:
```
! wB97M-V def2-TZVPD RIJCOSX def2/J DEFGRID3
* xyz 1 1
C -0.71 1.92 -1.99
C 0.17 0.94 -1.22
C -0.63 0.62 0.09
C -1.46 -0.69 0.13
C -0.90 -1.67 1.17
C 0.50 -1.90 0.95
C 1.55 -1.54 1.73
N 1.45 1.58 -0.95
H -0.37 2.10 -3.02
H -0.63 2.81 -1.37
H -1.80 1.48 -2.00
H 0.31 0.01 -1.70
H 0.12 0.28 0.82
H -1.20 1.44 0.63
H -2.40 -0.39 0.41
H -1.55 -1.23 -0.90
H -0.95 -1.23 2.15
H -1.61 -2.52 1.18
H 0.72 -2.71 0.25
H 2.52 -2.07 1.68
H 1.46 -0.71 2.52
H 1.34 2.69 -0.87
H 1.18 1.60 1.66
H 1.55 1.38 0.12
*
```

=====

P (6.876 eV below the next structure)